The following is a DFT calculation (ωB97M-V with the def2-TZVPD basis set) of 12 unconnected molecules or ions with the total composition C21H54O26S4.

## Properties
M = 850.9 g mol⁻¹
SMILES = CCOS(C)(=O)=O.CCOS(C)(=O)=O.CCOS(C)(=O)=O.CCOS(C)(=O)=O.O=C1OCCO1.O=C1OCCO1.O=C1OCCO1.O.O.O.O.O
Relative energy (zero: lowest compared OMol25 entry of this formula, charge and spin) = 423.2 kJ/mol
DFT total energy = -4381.37284 hartree
HOMO-LUMO gap = 10.5 eV
LUMO level = 0.0 eV

Last column: Löwdin charge in e.
Geometry (Å):
C (5.09873, -5.21441, -20.53759)  -0.057
C (4.13853, -4.44316, -19.61167)  -0.324
O (2.89507, -5.06262, -19.54672)  -0.245
S (1.66133, -4.14219, -20.26254)  0.714
C (1.94683, -4.52655, -22.04813)  -0.098
O (0.31898, -4.61163, -19.96290)  -0.300
O (1.96487, -2.70699, -20.08585)  -0.316
H (6.07446, -4.73369, -20.60794)  0.079
H (4.64700, -5.38320, -21.51512)  0.066
H (5.44192, -6.12370, -20.04412)  0.075
H (4.43921, -4.46395, -18.56417)  0.126
H (4.20280, -3.39100, -19.88903)  0.112
H (2.06308, -5.60574, -21.94848)  0.059
H (2.87396, -4.06873, -22.39300)  0.066
H (1.06162, -4.34445, -22.65751)  0.073
C (-6.58878, -0.93127, -16.71500)  -0.066
C (-7.73300, -1.88929, -16.83677)  -0.274
O (-7.16599, -3.18067, -16.99146)  -0.271
S (-7.21052, -4.13082, -15.63862)  0.699
C (-6.42761, -5.75889, -16.33955)  -0.070
O (-6.26726, -3.55978, -14.66872)  -0.333
O (-8.58739, -4.47559, -15.33709)  -0.291
H (-6.94097, 0.06834, -16.96963)  0.084
H (-5.63805, -1.15256, -17.20003)  0.066
H (-6.37495, -0.87382, -15.64772)  0.077
H (-8.54453, -1.89756, -16.10914)  0.124
H (-8.25331, -1.58735, -17.74573)  0.125
H (-5.46175, -5.60237, -16.81987)  0.011
H (-6.98817, -5.94990, -17.25464)  0.059
H (-6.36547, -6.52434, -15.56603)  0.070
C (0.09881, -4.68562, -14.19853)  -0.055
C (1.04452, -3.91105, -13.23419)  -0.223
O (0.58087, -3.81749, -11.87462)  -0.305
S (0.41146, -5.25307, -11.05546)  0.703
C (1.45640, -4.72796, -9.50754)  -0.072
O (-0.93751, -5.20601, -10.66992)  -0.295
O (0.99886, -6.42897, -11.85474)  -0.337
H (-0.55048, -5.47435, -13.81851)  0.060
H (0.64855, -5.11787, -15.03463)  0.079
H (-0.54099, -3.93897, -14.66891)  0.046
H (1.98552, -4.41135, -13.00543)  0.105
H (1.12111, -2.85466, -13.49162)  0.118
H (1.33875, -5.40452, -8.66106)  0.058
H (1.23447, -3.67675, -9.32368)  0.059
H (2.51448, -4.79111, -9.76167)  0.054
C (-3.39432, -4.49467, -18.47186)  -0.042
C (-2.19840, -3.53806, -18.35252)  -0.198
O (-2.77593, -2.24267, -18.01407)  -0.313
S (-2.50540, -1.65829, -16.51506)  0.671
C (-3.53225, -2.84445, -15.57686)  -0.080
O (-1.06334, -1.73971, -16.25685)  -0.295
O (-3.12605, -0.32257, -16.44455)  -0.306
H (-3.47910, -4.63695, -19.54920)  0.093
H (-4.37403, -4.04735, -18.30401)  0.069
H (-3.37868, -5.44462, -17.93759)  0.036
H (-1.44787, -3.80881, -17.60989)  0.109
H (-1.70110, -3.32518, -19.29882)  0.109
H (-4.42423, -2.91358, -16.19951)  0.043
H (-3.64535, -2.45807, -14.56393)  0.058
H (-2.86117, -3.70185, -15.52573)  0.047
O (-5.88532, -1.50033, -20.30269)  0.149
C (-4.99406, -0.68570, -20.23086)  -0.525
O (-3.74598, -0.80529, -20.61538)  0.081
C (-2.92539, 0.14042, -19.95688)  -0.101
C (-3.93188, 1.24367, -19.74704)  -0.168
O (-5.16642, 0.64147, -19.84664)  0.069
H (-2.55926, -0.24589, -19.00567)  0.101
H (-2.15868, 0.49680, -20.64481)  0.143
H (-3.80845, 1.98338, -20.53805)  0.145
H (-3.64401, 1.60019, -18.75804)  0.109
O (-6.94769, 4.25804, -19.49478)  0.111
C (-6.12515, 4.02477, -18.59426)  -0.506
O (-4.91261, 4.55608, -18.37273)  0.053
C (-4.32089, 4.07023, -17.16780)  -0.101
C (-5.11828, 2.80355, -16.93203)  -0.124
O (-6.30270, 3.01056, -17.69316)  0.035
H (-3.23477, 4.02169, -17.24579)  0.133
H (-4.38696, 4.87381, -16.43433)  0.128
H (-5.52309, 2.68390, -15.92709)  0.137
H (-4.62282, 1.88467, -17.24553)  0.090
O (-0.53096, -0.85326, -12.56885)  0.127
C (-1.63625, -1.08321, -12.07171)  -0.493
O (-2.46550, -1.96030, -12.52850)  0.069
C (-3.53980, -2.14839, -11.63340)  -0.097
C (-3.46866, -0.82922, -10.83467)  -0.161
O (-2.15196, -0.45026, -10.92038)  0.069
H (-4.48555, -2.35920, -12.13261)  0.130
H (-3.43576, -3.02411, -10.99277)  0.131
H (-3.82019, -1.09381, -9.83741)  0.135
H (-4.11656, -0.09278, -11.31004)  0.134
O (0.54263, 0.53577, -15.10865)  -0.063
H (0.09419, -0.18264, -14.66251)  -0.024
H (0.70864, 0.20394, -15.99101)  0.017
O (-4.85368, -7.58308, -18.38497)  -0.044
H (-4.03374, -7.13849, -18.16984)  -0.034
H (-4.67215, -8.50992, -18.22923)  0.042
O (-2.99119, -6.09197, -15.07821)  -0.038
H (-3.40552, -6.86361, -15.46440)  0.030
H (-3.43688, -5.97484, -14.23924)  0.055
O (-6.65496, -4.88948, -20.45183)  -0.044
H (-6.70042, -3.95906, -20.67204)  0.016
H (-6.12891, -4.92156, -19.65279)  -0.005
O (-2.06764, -7.61320, -17.47424)  -0.035
H (-1.59734, -7.14441, -16.78483)  0.033
H (-1.54864, -7.46215, -18.26421)  0.058

The following is a DFT calculation (ωB97M-V with the def2-TZVPD basis set) of a molecular structure, C36H62BBrN17NbO3P.

## Properties
M = 995.6 g mol⁻¹
Total charge = -1
DFT total energy = -5562.33157 hartree
HOMO-LUMO gap = 5.2 eV
LUMO level = 1.3 eV

Last column: Löwdin charge in e.
Geometry (Å):
C (-3.42625, -1.12534, -3.50702)  -0.141
C (-4.80952, -0.49239, -2.88049)  -0.252
O (-4.71210, 0.97088, -2.65211)  -0.186
B (-3.91849, 1.28341, -1.44724)  -0.723
O (-4.24767, 0.82684, -0.05873)  -0.113
Nb (-2.05367, 2.61663, -1.69199)  0.929
P (-2.84451, 3.56356, -3.93941)  0.195
O (-4.45599, 4.27843, -3.72460)  -0.546
Br (-3.16514, 1.93740, -5.49613)  0.077
H (-2.96405, -1.88094, -2.70895)  0.087
H (-3.67929, -1.66437, -4.53319)  0.073
H (-2.58710, -0.31227, -3.69121)  0.011
H (-5.68977, -0.62740, -3.67520)  0.125
H (-5.09305, -1.10940, -1.92719)  0.116
H (-4.37749, 1.70038, 0.45030)  0.019
H (-1.18495, 1.20523, -2.47904)  -0.133
H (-0.60091, 3.69973, -1.82617)  -0.195
H (-2.97140, 4.00540, -0.89628)  -0.145
H (-1.53456, 2.07262, -0.04599)  -0.143
H (-4.31373, 5.22684, -4.01788)  0.013
C (-0.85910, -0.71658, 2.53230)  -0.090
C (-0.58993, -0.21098, 1.17582)  -0.281
N (-0.37722, 0.18846, 0.10399)  0.094
H (-0.03642, -1.33687, 2.90352)  0.029
H (-0.99689, 0.10033, 3.24857)  0.045
H (-1.76594, -1.32994, 2.56293)  0.078
C (1.18847, 3.92101, 1.30534)  -0.125
C (0.52563, 3.08591, 2.32091)  -0.259
N (0.00186, 2.42604, 3.12331)  0.117
H (0.55560, 4.06371, 0.42302)  0.020
H (1.42996, 4.91582, 1.69444)  0.077
H (2.12628, 3.47183, 0.96146)  0.057
C (4.26737, 3.63343, -1.67954)  -0.100
C (3.08972, 4.40565, -1.24946)  -0.236
N (2.15921, 5.01578, -0.90960)  0.132
H (4.15685, 2.56757, -1.45352)  0.028
H (4.43569, 3.71953, -2.75826)  0.079
H (5.18030, 3.97673, -1.18135)  0.079
C (-0.40135, -0.60471, -7.13742)  -0.099
C (0.88079, -0.76160, -6.43058)  -0.260
N (1.89388, -0.88561, -5.87210)  0.134
H (-0.75753, -1.55657, -7.54541)  0.032
H (-1.18503, -0.22370, -6.47406)  0.041
H (-0.31832, 0.09553, -7.97544)  0.081
C (5.64513, -1.06021, -0.95009)  -0.087
C (5.47721, 0.17229, -1.73805)  -0.213
N (5.34457, 1.14612, -2.36069)  0.139
H (6.66503, -1.45218, -1.02451)  0.073
H (5.43998, -0.89214, 0.11247)  0.072
H (4.96873, -1.85223, -1.28873)  0.077
C (-5.33293, 3.44290, 3.38369)  -0.066
C (-5.38087, 3.47488, 1.91235)  -0.237
N (-5.41879, 3.50010, 0.74979)  0.169
H (-5.62994, 2.46491, 3.77700)  0.084
H (-4.32574, 3.65062, 3.76023)  0.080
H (-6.00361, 4.18688, 3.82661)  0.060
C (2.10458, -1.31734, 6.20004)  -0.117
C (1.47835, -2.23897, 5.23745)  -0.248
N (0.98354, -2.96714, 4.47684)  0.122
H (1.82772, -0.27636, 6.00236)  0.087
H (1.80460, -1.54196, 7.22909)  0.078
H (3.19767, -1.37407, 6.16213)  0.012
C (3.91751, -4.12685, 1.13018)  -0.055
C (5.32110, -3.99936, 0.70378)  -0.275
N (6.43013, -3.89865, 0.36683)  0.133
H (3.50038, -5.10335, 0.86221)  0.090
H (3.81262, -4.01696, 2.21475)  0.076
H (3.28259, -3.36526, 0.66505)  0.089
C (-1.12111, -5.97518, 4.93960)  -0.077
C (-1.04027, -7.27643, 5.62397)  -0.265
N (-0.97635, -8.30458, 6.16475)  0.114
H (-0.20059, -5.39498, 5.06358)  0.052
H (-1.28628, -6.09365, 3.86347)  0.087
H (-1.94317, -5.36434, 5.32765)  0.084
C (-7.19812, 6.78170, 0.90259)  -0.080
C (-7.86097, 5.94660, 1.91816)  -0.270
N (-8.38474, 5.28673, 2.72057)  0.113
H (-7.83099, 6.92440, 0.02027)  0.087
H (-6.95664, 7.77652, 1.29170)  0.019
H (-6.26031, 6.33253, 0.55872)  0.073
C (5.17199, 1.60065, 6.47688)  -0.090
C (4.50914, 0.76555, 7.49245)  -0.269
N (3.98537, 0.10568, 8.29486)  0.134
H (4.53912, 1.74335, 5.59457)  0.072
H (5.41347, 2.59547, 6.86599)  0.080
H (6.10980, 1.15148, 6.13301)  0.072
C (1.90493, -4.21733, -5.52565)  -0.112
C (1.24208, -5.05243, -4.51008)  -0.267
N (0.71831, -5.71230, -3.70767)  0.100
H (1.27205, -4.07464, -6.40796)  0.069
H (2.14641, -3.22252, -5.13654)  0.052
H (2.84274, -4.66651, -5.86952)  0.029
C (0.92281, -8.24724, 9.25532)  -0.091
C (2.20496, -8.40414, 9.96216)  -0.276
N (3.21804, -8.52814, 10.52064)  0.108
H (0.56663, -9.19911, 8.84732)  0.077
H (0.13913, -7.86623, 9.91868)  0.080
H (1.00585, -7.54700, 8.41730)  0.068
C (-3.82856, 0.10470, -10.18329)  -0.066
C (-3.15018, -0.91425, -9.36495)  -0.231
N (-2.61415, -1.71939, -8.71840)  0.140
H (-4.42309, -0.34900, -10.98333)  0.080
H (-4.50870, 0.71842, -9.58319)  0.087
H (-3.11303, 0.78461, -10.65787)  0.082
C (-3.50694, 8.52544, 2.23611)  -0.063
C (-4.74843, 9.10598, 1.69776)  -0.250
N (-5.72935, 9.56473, 1.27236)  0.126
H (-2.71426, 9.27597, 2.32402)  0.081
H (-3.65931, 8.09772, 3.23271)  0.082
H (-3.12395, 7.72406, 1.59533)  0.090
C (6.51722, -2.15115, 3.72823)  -0.059
C (5.33957, -1.37893, 4.15831)  -0.207
N (4.40906, -0.76880, 4.49818)  0.161
H (6.40670, -3.21701, 3.95426)  0.087
H (6.68553, -2.06505, 2.64952)  0.063
H (7.43015, -1.80785, 4.22642)  0.084
C (2.51016, -2.68045, -9.17646)  -0.055
C (3.18855, -3.69940, -8.35813)  -0.242
N (3.72457, -4.50454, -7.71157)  0.133
H (1.91563, -3.13415, -9.97650)  0.084
H (1.83002, -2.06672, -8.57636)  0.051
H (3.22569, -2.00054, -9.65104)  0.086

The following is a DFT calculation (ωB97M-V with the def2-TZVPD basis set) of C3H5BrClNO3 in the gas phase.

## Properties
M = 218.4 g mol⁻¹
SMILES = C[C@H](O)[C@@](Cl)(Br)[N+](=O)[O-]
Relative energy (zero: lowest compared OMol25 entry of this formula, charge and spin) = 19.9 kJ/mol
DFT total energy = -3431.83909 hartree
HOMO-LUMO gap = 8.9 eV
LUMO level = -1.8 eV

Last column: Löwdin charge in e.
Geometry (Å):
C (0.63793, 0.23843, 0.07215)  -0.060
C (-0.72130, -0.43467, -0.12857)  -0.502
O (-1.45799, 0.40407, -1.05257)  -0.100
C (-1.54737, -0.71714, 1.11265)  -0.880
Cl (-1.85920, 0.58459, 2.16839)  0.782
Br (-3.55249, -1.51884, 0.43871)  0.567
N (-1.18561, -2.02283, 1.71951)  -0.500
O (-0.74694, -2.91681, 1.02360)  0.064
O (-1.55329, -2.12630, 2.85388)  0.051
H (1.00179, 0.36677, -0.98322)  0.099
H (1.38536, -0.49566, 0.66108)  0.128
H (0.65074, 1.17269, 0.70031)  0.079
H (-0.54231, -1.47926, -0.51340)  0.148
H (-1.79951, 1.25502, -0.62886)  0.123

The following is a DFT calculation (ωB97M-V with the def2-TZVPD basis set) of 2 unconnected molecules or ions with the total composition C3H11NOS2.

## Properties
M = 141.3 g mol⁻¹
SMILES = C[C@@H](N)CSS.O
Relative energy (zero: lowest compared OMol25 entry of this formula, charge and spin) = 72.6 kJ/mol
DFT total energy = -1047.23972 hartree
HOMO-LUMO gap = 9.5 eV
LUMO level = 0.4 eV

Last column: Löwdin charge in e.
Geometry (Å):
C (0.15778, -1.42800, 1.32836)  -0.086
C (0.67116, -0.28965, 0.50559)  -0.501
N (2.14565, -0.10000, 0.58863)  0.011
C (0.38085, -0.52936, -1.00296)  -0.519
S (-1.16931, -0.01964, -1.90692)  0.414
S (-2.49571, 0.15123, -0.32183)  0.308
H (0.49972, -1.31876, 2.37542)  0.090
H (-0.85865, -1.75749, 1.20695)  0.050
H (0.72161, -2.34671, 0.99615)  0.096
H (0.30653, 0.72933, 0.71269)  0.129
H (2.64138, 0.50392, -0.04797)  0.075
H (2.56333, -1.02222, 0.51472)  0.076
H (1.14953, -0.11867, -1.64607)  0.051
H (0.24350, -1.60840, -1.21841)  0.055
H (-3.04446, -1.08783, -0.29994)  -0.187
O (3.04733, 2.17915, 2.50126)  -0.082
H (3.07118, 1.44281, 3.13116)  0.033
H (3.11850, 1.65674, 1.68985)  -0.012

The following is a DFT calculation (ωB97M-V with the def2-TZVPD basis set) of 3 unconnected molecules or ions with the total composition C5H12O3.

## Properties
M = 120.1 g mol⁻¹
SMILES = CC(=O)O.C=CC.O
Relative energy (zero: lowest compared OMol25 entry of this formula, charge and spin) = 96.3 kJ/mol
DFT total energy = -423.41718 hartree
HOMO-LUMO gap = 10.2 eV
LUMO level = 0.7 eV

Last column: Löwdin charge in e.
Geometry (Å):
C (-0.74720, -0.70905, 1.63244)  0.026
C (-0.91604, -1.74457, 0.56553)  -0.582
O (-0.17887, -1.89071, -0.40690)  0.024
O (-1.88079, -2.62194, 0.84700)  0.116
H (-1.72321, -0.39294, 1.98345)  0.094
H (-0.18894, 0.13766, 1.24566)  0.066
H (-0.19826, -1.15229, 2.46101)  0.099
H (-1.88377, -3.33151, 0.18551)  0.136
C (0.95040, 2.50588, 0.17154)  -0.026
C (1.10361, 1.59285, -0.77275)  -0.258
C (2.15706, 0.53570, -0.77538)  -0.109
H (1.58440, 2.52814, 1.04663)  0.055
H (0.18636, 3.26460, 0.11430)  0.049
H (0.43160, 1.58277, -1.62450)  0.092
H (2.74781, 0.58915, -1.69004)  0.073
H (1.69820, -0.45342, -0.74682)  0.050
H (2.81944, 0.63698, 0.08206)  0.074
O (-2.11436, -0.22860, -1.10307)  -0.083
H (-1.19384, -0.62746, -1.31531)  0.062
H (-2.65360, -0.22119, -1.90037)  0.042

The following is a DFT calculation (ωB97M-V with the def2-TZVPD basis set) of 2 unconnected molecules or ions with the total composition C2H8N2S.

## Properties
M = 92.2 g mol⁻¹
SMILES = [H]/N=C/N.CS
Relative energy (zero: lowest compared OMol25 entry of this formula, charge and spin) = 98.4 kJ/mol
DFT total energy = -588.64240 hartree
HOMO-LUMO gap = 9.6 eV
LUMO level = 0.9 eV

Last column: Löwdin charge in e.
Geometry (Å):
H (-2.74208, -1.19900, -0.26826)  0.043
N (-1.82438, -0.77726, -0.11593)  0.057
C (-1.96394, 0.48929, -0.17082)  -0.375
N (-0.87454, 1.30445, -0.46810)  0.039
H (-2.89792, 1.04453, -0.05410)  0.111
H (-1.05046, 2.24285, -0.79531)  0.079
H (-0.01538, 1.25222, 0.06394)  0.028
C (2.35277, -0.88525, -0.05248)  -0.414
S (1.23507, -0.66883, 1.42178)  0.619
H (3.16838, -0.17269, 0.02921)  0.014
H (1.68756, -0.75465, -0.89702)  0.019
H (2.82811, -1.85116, 0.07297)  0.018
H (0.09681, -0.02450, 1.23411)  -0.238